Record 1
22
Properties=species:S:1:pos:R:3:forces:R:3:mulliken_charge:R:1 method="wB97M-V/def2-TZVPD" orbital_gap_ha=0.3762 smiles=c1ccncc1.c1ccncc1 lumo_energy_ev=0.87 homo_energy_ev=-9.367 de_lowest_ev=3.167
C -3.955 -0.557 -0.759 1.5 0.5 -0.4 -0.25
C -3.155 0.483 -1.062 0.8 1.2 0.7 -0.40
C -2.330 1.106 -0.067 1.2 2.9 -4.3 -0.01
N -2.041 0.637 1.074 -3.1 -3.7 2.1 -0.49
C -2.928 -0.488 1.342 1.6 0.7 1.3 -0.16
C -3.840 -1.115 0.449 1.3 1.6 5.0 -0.45
H -4.527 -1.122 -1.377 -1.8 -0.8 -2.6 0.45
H -3.078 0.810 -2.056 -0.1 0.8 -1.1 0.36
H -1.761 2.109 -0.364 -1.2 -2.2 0.4 0.26
H -2.759 -0.752 2.421 -0.6 -0.4 -1.3 0.35
H -4.617 -1.763 0.810 0.3 -0.7 0.3 0.35
C 3.452 1.121 0.507 -1.7 -1.5 -1.3 -0.26
C 2.427 1.048 -0.488 1.8 0.3 -0.1 -0.30
C 2.279 -0.239 -1.073 -2.6 2.3 -1.0 0.01
N 2.897 -1.340 -0.825 1.7 -0.9 1.3 -0.56
C 3.814 -1.289 0.180 -1.1 1.2 0.1 -0.29
C 4.035 -0.126 0.912 0.3 1.8 0.2 -0.27
H 3.747 2.056 0.964 -0.1 -0.1 0.1 0.37
H 1.904 1.937 -1.001 0.9 -1.5 1.3 0.28
H 1.464 -0.300 -1.813 0.5 -0.1 0.1 0.33
H 4.295 -2.207 0.412 0.4 -0.6 0.2 0.39
H 4.676 -0.009 1.813 -0.2 -0.8 -0.9 0.29



Record 2
22
Properties=species:S:1:pos:R:3:forces:R:3:mulliken_charge:R:1 method="wB97M-V/def2-TZVPD" orbital_gap_ha=0.3674 smiles=c1ccncc1.c1ccncc1 lumo_energy_ev=0.72 homo_energy_ev=-9.274 de_lowest_ev=3.587
C 4.161 0.380 -0.642 2.0 0.7 -2.1 0.00
C 3.548 -0.764 -1.087 -1.9 -1.8 0.9 -0.52
C 2.495 -1.204 -0.195 2.4 2.1 -1.5 -0.07
N 2.215 -0.583 0.906 0.2 -0.1 1.3 -0.56
C 2.992 0.434 1.301 -3.1 0.5 2.5 -0.15
C 3.925 1.021 0.550 1.1 2.3 0.2 -0.34
H 4.883 0.922 -1.239 0.2 -0.4 -0.6 0.32
H 3.673 -1.403 -2.022 0.3 1.6 1.2 0.28
H 1.779 -1.876 -0.478 -1.4 -2.2 -0.9 0.45
H 2.566 0.892 2.221 0.9 -0.2 -0.4 0.34
H 4.381 2.072 0.821 -0.8 -2.5 -0.6 0.25
C -4.413 0.104 0.451 -0.9 1.2 -2.1 -0.18
C -3.880 1.130 -0.427 2.5 -5.0 4.4 -0.70
C -2.457 1.023 -0.588 -4.2 3.3 -2.2 0.08
N -1.739 -0.046 -0.583 0.4 -2.7 1.5 -0.50
C -2.387 -1.100 -0.028 -1.2 -1.5 0.9 0.00
C -3.706 -1.050 0.557 3.2 1.1 -1.7 -0.37
H -5.406 -0.023 0.907 0.2 1.1 -0.5 0.32
H -4.273 2.046 -0.482 -1.8 3.3 -0.6 0.41
H -2.201 2.014 -0.992 1.6 -0.7 0.0 0.29
H -1.950 -2.141 0.051 0.2 1.6 -0.5 0.25
H -4.208 -1.850 0.999 0.0 -1.5 0.8 0.39



Record 3
22
Properties=species:S:1:pos:R:3:forces:R:3:mulliken_charge:R:1 method="wB97M-V/def2-TZVPD" orbital_gap_ha=0.3685 smiles=c1ccncc1.c1ccncc1 lumo_energy_ev=0.55 homo_energy_ev=-9.482 de_lowest_ev=2.208
C 0.104 -0.577 -2.749 2.4 -3.2 -0.4 -0.29
C 0.943 -1.800 -2.681 -1.2 1.1 1.6 -0.30
C 0.589 -2.829 -1.745 -1.1 2.2 -1.7 -0.15
N -0.549 -2.747 -0.986 -0.2 -0.4 -1.5 -0.52
C -1.451 -1.770 -1.284 2.8 -0.8 1.4 -0.27
C -1.074 -0.675 -2.064 -2.1 0.8 0.0 -0.25
H 0.411 0.261 -3.389 -0.3 -0.4 0.5 0.38
H 1.919 -1.914 -3.171 -0.6 0.3 -0.1 0.33
H 1.216 -3.726 -1.829 -0.4 0.2 1.0 0.33
H -2.361 -1.773 -0.670 0.3 0.0 -0.5 0.34
H -1.850 0.100 -2.107 0.5 0.0 -0.2 0.41
C -0.467 2.504 1.711 -0.4 0.0 -0.5 -0.42
C 0.242 2.607 2.903 0.9 -1.6 0.4 -0.31
C 1.002 1.453 3.309 -1.3 -0.1 -1.8 -0.28
N 1.003 0.332 2.535 0.6 1.3 1.9 -0.54
C 0.302 0.299 1.400 1.5 -1.6 0.2 -0.07
C -0.453 1.308 0.924 -0.4 2.3 0.1 -0.04
H -1.034 3.388 1.390 0.2 -0.5 -0.1 0.32
H 0.274 3.504 3.536 -0.2 -0.3 -0.5 0.36
H 1.593 1.451 4.234 -0.2 -0.1 -0.5 0.34
H 0.510 -0.608 0.818 -0.5 0.3 0.1 0.43
H -0.869 1.211 -0.087 -0.1 0.3 0.7 0.21



Record 4
22
Properties=species:S:1:pos:R:3:forces:R:3:mulliken_charge:R:1 method="wB97M-V/def2-TZVPD" orbital_gap_ha=0.3237 smiles=Cn1ccnc1-c1ccccc1 lumo_energy_ev=0.76 homo_energy_ev=-8.043 de_lowest_ev=5.523
C -2.210 -1.256 -0.271 -7.0 5.3 -1.0 -0.99
N -1.802 -0.081 0.507 -2.9 -0.5 0.3 0.19
C -2.693 0.582 1.345 5.6 2.4 0.3 -0.40
C -1.959 1.562 2.012 4.0 -10.5 -9.8 -0.83
N -0.693 1.508 1.533 0.8 0.8 0.0 -0.61
C -0.649 0.558 0.622 2.9 0.1 0.4 0.28
C 0.645 0.186 -0.057 -0.9 1.6 0.1 0.90
C 1.819 0.872 0.383 -1.3 -6.6 -6.7 -0.95
C 3.006 0.567 -0.197 2.6 -0.1 -0.4 -0.27
C 3.158 -0.285 -1.341 -3.5 0.9 1.7 -0.57
C 1.918 -0.915 -1.756 4.7 -0.9 -2.1 -0.37
C 0.670 -0.650 -1.160 10.1 5.7 3.1 -0.87
H -1.618 -2.017 -0.137 3.1 -4.2 0.4 0.50
H -3.334 -1.448 0.120 2.8 -0.1 -0.7 0.25
H -2.473 -0.951 -1.348 1.1 -0.7 1.3 0.29
H -3.594 0.425 1.673 -5.1 -2.0 0.6 0.48
H -2.273 2.195 2.537 -4.3 9.2 8.1 0.75
H 1.729 1.447 1.104 -0.6 5.3 6.7 0.80
H 3.911 0.973 0.341 -0.8 -0.2 -1.1 0.27
H 4.115 -0.293 -1.838 -0.1 -0.7 -0.1 0.39
H 2.271 -1.744 -2.636 -2.2 2.2 2.3 0.14
H 0.055 -1.235 -1.437 -8.9 -6.9 -3.4 0.62



Record 5
22
Properties=species:S:1:pos:R:3:forces:R:3:mulliken_charge:R:1 method="wB97M-V/def2-TZVPD" orbital_gap_ha="0.3187 / 0.2434" s2=2.03 multiplicity=3 lumo_energy_ev="0.79 / -1.24" homo_energy_ev="-7.880 / -7.866" de_lowest_ev=2.733
C -2.832 -2.340 -2.030 0.5 -0.2 0.3 0.34
C 0.881 0.395 2.016 0.4 0.0 1.4 -0.53
C 2.094 0.864 2.531 -0.9 -0.1 2.4 -0.38
C 0.920 0.548 0.626 1.1 0.2 1.2 1.28
C 2.173 1.042 0.286 0.2 -0.2 1.3 -0.71
C 0.897 0.804 -1.624 -1.8 0.6 -0.8 -0.48
C 0.112 0.475 -0.532 2.2 0.5 -3.2 -0.54
C 2.289 1.298 -1.204 0.9 1.4 0.5 -0.22
C -3.249 -1.408 0.269 1.2 -2.6 -0.2 -0.75
C -3.038 -1.241 -1.206 0.2 -0.8 0.0 -0.35
N -2.563 -3.271 -2.668 -0.2 -0.1 -0.2 -0.39
N 2.893 1.207 1.496 -1.8 -0.2 -2.8 -0.01
H 0.103 -0.103 2.588 0.1 0.5 0.0 0.35
H 2.366 1.096 3.647 -0.4 -0.8 -2.6 0.29
H 0.648 0.843 -2.727 0.0 -0.3 1.6 0.35
H 2.581 2.475 -1.380 -1.0 -2.9 0.0 0.23
H 3.036 0.648 -1.740 -0.5 0.8 0.6 0.23
H -4.161 -0.900 0.468 -0.7 0.4 1.0 0.29
H -3.300 -2.538 0.489 -0.6 1.6 -0.5 0.30
H -2.407 -1.194 0.960 -0.4 0.9 -0.7 0.14
H -3.199 -0.358 -1.778 -0.1 0.9 0.2 0.42
H 3.756 1.657 1.513 1.4 0.7 0.4 0.15



Record 6
24
Properties=species:S:1:pos:R:3:forces:R:3:mulliken_charge:R:1 method="wB97M-V/def2-TZVPD" orbital_gap_ha=0.3559 smiles="O=c1cc[nH]c(=O)[nH]1.c1ccccc1" lumo_energy_ev=0.18 homo_energy_ev=-9.503 de_lowest_ev=2.358
O 3.679 -1.431 -0.964 -2.1 2.8 1.0 -0.65
C 2.921 -0.635 -0.330 2.7 -4.0 0.1 0.39
C 2.475 -0.987 0.999 0.0 -2.2 2.1 -0.29
C 1.566 -0.264 1.676 -2.6 -0.7 0.3 -0.29
N 0.978 0.791 0.954 0.3 -2.1 5.4 -0.18
C 1.409 1.183 -0.194 2.1 2.0 -0.9 0.42
O 0.984 2.176 -0.671 -1.8 2.8 -2.4 -0.59
N 2.504 0.580 -0.693 1.6 -0.2 -4.1 -0.09
H 2.830 -1.988 1.363 -0.3 1.4 -0.2 0.33
H 0.919 -0.546 2.640 2.1 0.5 -2.2 0.29
H 0.099 1.190 1.247 0.7 0.4 0.7 0.33
H 2.775 0.836 -1.681 -0.5 0.0 1.6 0.29
C -3.886 0.593 0.054 0.2 1.0 0.0 -0.39
C -2.588 1.123 0.125 -0.5 -0.6 -0.5 -0.30
C -1.537 0.244 -0.054 -0.2 -0.4 0.1 1.26
C -1.765 -1.122 -0.293 0.1 0.5 0.2 -0.48
C -3.066 -1.652 -0.413 1.1 0.8 0.6 -0.55
C -4.125 -0.749 -0.190 1.5 -0.4 -0.2 -0.36
H -4.696 1.315 0.150 -0.1 -0.4 0.1 0.34
H -2.416 2.192 0.232 -0.1 -0.2 0.1 0.40
H -0.506 0.566 0.094 -2.2 -0.7 -1.4 -0.93
H -0.825 -1.671 -0.318 -0.6 -0.6 -0.3 0.31
H -3.182 -2.732 -0.577 -0.3 0.7 0.0 0.36
H -5.101 -1.130 -0.176 -1.3 -0.3 -0.1 0.42



Record 7
30
Properties=species:S:1:pos:R:3:forces:R:3:mulliken_charge:R:1 method="wB97M-V/def2-TZVPD" orbital_gap_ha="0.1575 / 0.1579" s2=0.76 total_charge=-2 multiplicity=2 lumo_energy_ev="4.68 / 4.68" homo_energy_ev="0.395 / 0.383" de_lowest_ev=0.122
V 0.951 -1.241 -1.694 0.0 0.1 0.1 1.09
O 3.283 -2.527 1.430 0.0 0.0 0.0 -0.56
C 2.593 -1.726 0.534 0.1 0.0 0.0 1.13
O 1.726 -2.358 -0.233 -0.1 -0.1 0.0 -0.76
C 2.763 -0.399 0.400 0.0 -0.1 0.0 -0.25
C 3.498 0.578 1.172 0.1 -0.2 0.0 -0.86
C 3.138 1.872 1.098 0.0 0.3 0.0 -0.08
C 2.021 2.287 0.264 -0.2 -0.1 -0.2 -0.75
C 1.485 1.361 -0.581 0.3 0.0 0.1 0.13
N 1.945 0.093 -0.660 0.0 0.1 0.1 -0.33
C 0.303 1.560 -1.511 -0.1 0.0 0.0 0.73
O -0.198 2.664 -1.710 0.0 0.0 0.0 -0.77
O -0.130 0.444 -2.011 0.1 0.1 0.0 -0.57
H 2.890 -3.395 1.280 0.0 0.0 0.0 0.31
H 4.304 0.252 1.821 0.0 0.0 0.0 0.36
H 3.673 2.615 1.683 0.0 0.0 0.0 0.35
H 1.624 3.292 0.279 0.0 0.0 0.0 0.44
C -4.242 -0.455 1.034 0.0 -0.1 0.0 -0.80
S -3.136 -0.007 -0.313 -0.1 0.0 0.0 0.05
C -2.809 1.696 0.164 0.0 0.0 0.0 -0.75
H -5.150 0.154 1.037 0.0 0.0 0.0 0.26
H -3.741 -0.358 2.000 0.0 0.0 0.0 0.25
H -4.508 -1.501 0.880 0.0 0.0 0.0 0.23
H -2.303 1.739 1.131 0.0 0.0 0.0 0.24
H -3.732 2.280 0.207 0.0 0.0 0.0 0.35
H -2.146 2.123 -0.590 0.0 0.0 0.0 0.14
O 1.680 -1.632 -3.044 0.1 0.0 -0.1 -0.84
Se -3.236 -4.002 -1.103 0.0 0.0 0.0 -0.42
C -1.751 -3.019 -1.392 0.0 0.0 0.0 0.07
N -0.796 -2.388 -1.570 0.0 0.0 0.0 -0.41



Record 8
24
Properties=species:S:1:pos:R:3:forces:R:3:mulliken_charge:R:1 method="wB97M-V/def2-TZVPD" orbital_gap_ha=0.3300 smiles=Cc1cnc(SCc2ccco2)cn1 lumo_energy_ev=0.34 homo_energy_ev=-8.640 de_lowest_ev=2.560
C -3.063 -0.294 -2.543 -0.8 1.7 0.7 -1.18
C -1.629 -0.164 -2.123 -0.3 -2.1 -0.6 0.82
C -0.948 -1.401 -1.808 1.3 2.3 0.6 -0.46
N 0.353 -1.334 -1.404 -1.1 1.2 -0.7 -0.54
C 0.922 -0.078 -1.394 -1.3 -0.5 -0.1 0.36
S 2.625 0.046 -0.866 -0.1 -0.4 0.3 -0.21
C 2.477 -0.732 0.806 -0.6 0.8 -1.0 -0.74
C 1.578 0.065 1.698 -0.4 0.4 1.0 0.39
C 1.273 -0.328 2.949 -1.1 1.4 0.0 -0.44
C 0.399 0.682 3.515 0.7 0.2 -0.8 -0.38
C 0.298 1.676 2.584 0.4 -2.0 0.3 -0.51
O 0.992 1.284 1.415 -0.2 0.2 1.0 -0.29
C 0.202 1.095 -1.769 0.1 -1.1 0.2 -0.17
N -1.085 1.052 -2.152 0.8 -1.2 0.5 -0.50
H -3.730 -0.608 -1.722 0.4 -0.1 -0.2 0.29
H -3.381 0.730 -2.800 -0.1 -0.4 -0.1 0.34
H -3.257 -0.922 -3.391 0.2 -0.5 -0.4 0.33
H -1.504 -2.367 -1.845 0.8 0.8 0.1 0.33
H 2.055 -1.737 0.718 0.1 0.2 -0.2 0.33
H 3.464 -0.815 1.272 0.0 0.2 -0.4 0.44
H 1.666 -1.192 3.401 0.1 -0.9 0.5 0.49
H -0.072 0.660 4.486 0.1 0.1 0.0 0.39
H -0.265 2.592 2.732 0.4 0.0 -1.1 0.44
H 0.631 2.090 -1.760 0.4 -0.2 0.1 0.46



Record 9
23
Properties=species:S:1:pos:R:3:forces:R:3:mulliken_charge:R:1 method="wB97M-V/def2-TZVPD" orbital_gap_ha=0.2468 total_charge=+1 lumo_energy_ev=-5.76 homo_energy_ev=-12.479 de_lowest_ev=3.886
C -0.304 -5.084 0.201 0.2 -4.9 -1.7 -1.05
C 0.297 -3.897 -0.224 0.7 2.7 -1.8 0.57
N 0.323 -2.675 0.235 0.4 -1.1 1.1 -0.15
C 0.884 -1.916 -0.898 -1.3 -0.4 -1.5 0.51
N 0.782 -0.792 -1.361 0.7 -1.0 -0.3 -0.31
C 0.390 0.425 -0.788 0.8 0.5 -0.9 0.43
C 0.480 1.565 -1.609 -0.5 -1.2 -0.8 -0.34
C 0.193 2.784 -1.106 -0.1 0.1 1.0 -0.55
C -0.141 2.835 0.267 2.2 2.6 -0.4 0.66
C -0.531 4.217 0.799 -4.1 -2.2 1.5 -1.12
C 0.115 1.711 1.036 -1.9 -2.0 -0.6 -0.61
N 0.226 0.466 0.498 0.6 0.9 0.3 -0.49
C 1.284 -3.360 -1.158 1.0 1.7 1.2 0.03
H -1.160 -5.449 -0.515 1.4 1.0 1.3 0.32
H -0.613 -4.945 1.190 -0.9 -0.1 1.5 0.36
H 0.448 -6.032 0.161 -1.5 2.4 0.1 0.33
H 0.636 1.467 -2.663 0.4 -0.3 -0.4 0.42
H 0.292 3.673 -1.737 -0.4 -0.3 0.4 0.43
H -1.113 3.909 1.764 1.2 1.3 -1.3 0.26
H 0.035 5.112 0.923 1.5 -0.1 0.3 0.33
H -1.356 4.589 0.141 0.5 -0.5 0.3 0.34
H -0.064 1.496 2.062 0.0 1.4 1.1 0.42
H 2.378 -3.533 -0.997 -0.8 -0.5 -0.3 0.22



Record 10
25
Properties=species:S:1:pos:R:3:forces:R:3:mulliken_charge:R:1 method="wB97M-V/def2-TZVPD" orbital_gap_ha="0.2532 / 0.2532" total_charge=-1 smiles="Cc1ccc2c(c1/N=C/[O-])[Si@@H](C)OC2=O" lumo_energy_ev="3.42 / 3.42" homo_energy_ev="-3.473 / -3.474" de_lowest_ev=0.480
C 2.196 -1.994 1.857 -0.5 -0.8 -2.4 -1.29
C 1.598 -0.794 1.114 0.8 -0.3 0.3 0.57
C 2.323 0.389 1.015 -0.2 0.0 0.2 0.04
C 1.947 1.518 0.349 -0.6 1.9 -0.4 -1.21
C 0.678 1.570 -0.283 0.0 0.2 -0.7 0.47
C -0.196 0.520 -0.445 3.3 -4.9 2.2 0.08
C 0.463 -0.985 0.336 -2.0 5.2 -2.5 0.31
N -0.205 -2.046 0.223 -1.4 -2.5 -0.3 -0.44
C -1.005 -2.624 -0.694 -0.8 -0.2 2.3 -0.17
O -2.110 -3.133 -0.405 1.3 0.6 -1.1 -0.64
Si -1.648 0.931 -1.489 -0.9 1.0 2.8 0.23
C -3.298 0.830 -0.498 0.9 0.1 0.5 -1.04
O -1.129 2.517 -1.439 0.8 2.1 -0.2 -0.33
C 0.133 2.796 -0.957 -0.3 0.7 -0.6 0.44
O 0.649 3.886 -1.129 -0.5 -1.3 0.4 -0.64
H 2.152 -1.902 2.917 -0.2 -0.1 0.9 0.26
H 1.712 -2.974 1.474 0.7 1.6 0.9 0.29
H 3.238 -2.001 1.526 0.2 -0.4 0.4 0.33
H 3.259 0.511 1.521 0.6 -0.5 0.4 0.35
H 2.572 2.446 0.407 -0.7 -1.0 -0.2 0.26
H -0.503 -2.770 -1.653 -0.2 0.0 -0.7 0.40
H -1.972 0.888 -2.883 0.1 -0.9 -1.0 -0.19
H -3.686 -0.185 -0.612 -0.2 0.0 0.2 0.32
H -3.136 1.047 0.602 0.0 -0.4 -1.2 0.28
H -4.031 1.559 -0.856 0.1 -0.2 -0.2 0.34